[1]
This record from the OMol25 dataset describes a molecular structure, C47H47NP2Pd at a distorted geometry. The level of theory is wB97M-V/def2-TZVPD.

Last column: Löwdin charge in e.
Geometry (Å):
Pd: -0.12 0.15 0.06  0.52
C: -4.27 6.18 -1.69  -0.10
C: -3.24 6.44 -0.88  -0.12
C: -3.30 6.98 0.52  -0.19
C: -4.60 6.70 1.31  -0.20
C: -5.00 5.25 1.42  -0.10
C: -5.75 4.55 0.56  -0.11
C: -6.38 5.05 -0.71  -0.19
C: -5.74 6.29 -1.37  -0.21
C: -0.36 -1.78 0.84  -0.23
H: -4.06 5.92 -2.74  0.10
H: -2.22 6.39 -1.29  0.10
H: -3.16 8.07 0.51  0.12
H: -2.44 6.58 1.09  0.11
H: -4.44 7.08 2.33  0.11
H: -5.40 7.31 0.89  0.09
H: -4.71 4.78 2.37  0.10
H: -6.05 3.54 0.82  0.08
H: -7.44 5.29 -0.53  0.12
H: -6.38 4.22 -1.44  0.11
H: -6.27 6.46 -2.32  0.11
H: -5.95 7.17 -0.75  0.09
H: -0.54 -2.38 -0.06  -0.01
H: -1.15 -1.89 1.59  -0.02
H: 0.63 -2.01 1.27  -0.01
P: -0.05 2.29 -0.71  0.88
P: -1.95 0.67 1.26  0.89
C: -1.36 3.13 0.20  -0.40
C: -2.08 2.46 1.12  -0.41
C: 1.46 3.25 -0.46  -0.36
C: 1.40 4.62 -0.13  -0.09
C: 2.57 5.35 0.07  -0.08
C: 3.82 4.70 -0.01  -0.09
C: 3.89 3.34 -0.32  -0.08
C: 2.72 2.64 -0.61  -0.10
C: -0.46 2.46 -2.47  -0.34
C: -1.51 1.69 -3.01  -0.12
C: -1.81 1.79 -4.37  -0.09
C: -1.10 2.68 -5.19  -0.10
C: -0.08 3.47 -4.64  -0.09
C: 0.26 3.34 -3.30  -0.08
C: -1.91 0.28 3.05  -0.34
C: -0.73 0.54 3.76  -0.09
C: -0.65 0.23 5.12  -0.09
C: -1.76 -0.30 5.78  -0.09
C: -2.95 -0.54 5.08  -0.09
C: -3.02 -0.27 3.71  -0.07
C: -3.48 -0.05 0.60  -0.35
C: -3.49 -1.35 0.06  -0.09
C: -4.70 -1.90 -0.38  -0.08
C: -5.87 -1.14 -0.34  -0.09
C: -5.85 0.17 0.16  -0.08
C: -4.65 0.72 0.62  -0.09
H: -1.55 4.18 -0.03  0.03
H: -2.78 2.95 1.81  0.05
H: 0.43 5.10 -0.02  0.09
H: 2.52 6.41 0.27  0.10
H: 4.73 5.27 0.19  0.10
H: 4.85 2.83 -0.35  0.10
H: 2.77 1.60 -0.95  0.08
H: -2.08 1.02 -2.37  0.10
H: -2.60 1.16 -4.80  0.10
H: -1.34 2.75 -6.25  0.10
H: 0.46 4.18 -5.27  0.10
H: 1.08 3.92 -2.88  0.10
H: 0.13 0.98 3.24  0.10
H: 0.29 0.41 5.65  0.10
H: -1.70 -0.53 6.84  0.10
H: -3.81 -0.95 5.60  0.10
H: -3.93 -0.50 3.16  0.10
H: -2.57 -1.92 -0.01  0.06
H: -4.72 -2.93 -0.75  0.10
H: -6.80 -1.57 -0.70  0.10
H: -6.77 0.76 0.19  0.10
H: -4.62 1.74 0.99  0.08
C: 0.94 -3.52 -3.84  -0.08
C: 0.18 -2.35 -3.71  -0.06
C: 0.56 -1.37 -2.78  -0.01
C: 1.60 -1.61 -1.85  -0.27
C: 2.37 -2.80 -2.02  -0.01
C: 2.04 -3.72 -3.00  -0.08
N: 1.72 -0.74 -0.79  0.04
C: 2.84 -0.71 0.02  -0.31
C: 2.70 -0.33 1.38  -0.03
C: 3.80 -0.21 2.21  -0.06
C: 5.08 -0.52 1.72  -0.07
C: 5.24 -0.91 0.39  -0.07
C: 4.15 -0.97 -0.47  -0.03
H: 0.68 -4.26 -4.60  0.11
H: -0.69 -2.17 -4.34  0.11
H: 0.02 -0.43 -2.72  0.08
H: 3.20 -2.99 -1.34  0.10
H: 2.66 -4.61 -3.11  0.11
H: 1.68 -0.14 1.75  0.07
H: 3.66 0.12 3.24  0.11
H: 5.94 -0.48 2.39  0.10
H: 6.23 -1.16 0.00  0.11
H: 4.26 -1.25 -1.52  0.11

## Properties
LUMO level (spin up / spin down) = 0.63 / -2.14 eV
⟨S²⟩ = 2.0498
spin multiplicity = 3
frontier orbital gap (spin up / spin down) = 4.5 / 5.7 eV


[2]
This record from the OMol25 dataset describes a molecular structure, C47H49BBrClN9O5P3Sr. The level of theory is wB97M-V/def2-TZVPD.

Last column: Löwdin charge in e.
Geometry (Å):
Sr: 0.17 2.34 0.78  1.21
C: 3.29 -0.53 3.26  -0.30
P: 3.21 0.80 1.98  0.87
C: 3.92 2.14 3.02  -0.29
C: 4.66 0.37 0.92  -0.40
C: 5.89 0.02 1.49  -0.11
C: 6.97 -0.32 0.70  -0.11
C: 6.85 -0.29 -0.68  -0.11
C: 5.64 0.07 -1.25  -0.11
C: 4.53 0.40 -0.47  -0.38
P: 2.92 0.86 -1.28  0.88
C: 2.85 -0.44 -2.59  -0.30
C: 3.49 2.26 -2.32  -0.29
H: 4.22 -0.51 3.83  0.03
H: 3.18 -1.51 2.80  0.00
H: 2.46 -0.38 3.94  0.04
H: 4.75 1.78 3.64  0.03
H: 3.12 2.51 3.66  0.02
H: 4.26 2.95 2.38  0.02
H: 5.99 0.00 2.57  0.09
H: 7.92 -0.59 1.16  0.10
H: 7.69 -0.54 -1.32  0.10
H: 5.55 0.09 -2.33  0.09
H: 3.68 -0.38 -3.30  0.03
H: 1.92 -0.30 -3.15  0.03
H: 2.84 -1.44 -2.15  -0.01
H: 4.35 2.01 -2.94  0.03
H: 3.71 3.09 -1.65  0.00
H: 2.66 2.56 -2.97  0.04
Cl: 0.14 -1.57 2.11  0.74
C: 1.01 -2.98 2.61  -0.67
C: 0.74 -3.53 3.86  -0.10
C: 1.46 -4.65 4.27  -0.09
C: 2.42 -5.20 3.44  -0.10
C: 2.67 -4.65 2.20  -0.09
C: 1.97 -3.53 1.76  -0.41
P: 2.20 -2.69 0.13  1.08
C: 3.62 -3.64 -0.54  -0.38
C: 3.53 -4.65 -1.49  -0.08
C: 4.69 -5.24 -1.99  -0.09
C: 5.93 -4.84 -1.54  -0.10
C: 6.03 -3.82 -0.60  -0.08
C: 4.88 -3.22 -0.12  -0.10
C: 0.76 -3.39 -0.76  -0.38
C: 0.07 -2.55 -1.63  -0.09
C: -1.02 -3.02 -2.34  -0.07
C: -1.45 -4.33 -2.18  -0.09
C: -0.78 -5.17 -1.29  -0.09
C: 0.32 -4.70 -0.59  -0.10
H: 0.00 -3.07 4.49  0.11
H: 1.26 -5.08 5.24  0.10
H: 2.98 -6.07 3.76  0.09
H: 3.42 -5.08 1.55  0.10
H: 2.57 -4.97 -1.85  0.09
H: 4.61 -6.03 -2.73  0.10
H: 6.83 -5.30 -1.93  0.09
H: 6.99 -3.47 -0.26  0.10
H: 4.96 -2.39 0.58  0.09
H: 0.37 -1.52 -1.74  0.08
H: -1.55 -2.34 -3.00  0.10
H: -2.31 -4.69 -2.72  0.10
H: -1.12 -6.19 -1.14  0.09
H: 0.82 -5.35 0.12  0.10
N: 1.07 5.08 2.82  0.12
C: 0.30 4.11 3.43  -0.54
N: -0.71 4.44 4.23  0.00
N: -1.19 3.25 4.65  -0.14
N: -0.52 2.28 4.13  -0.12
N: 0.47 2.78 3.33  -0.12
C: 2.08 4.95 1.88  -0.52
N: 2.96 5.91 1.65  0.00
N: 3.76 5.39 0.70  -0.12
N: 3.38 4.19 0.41  -0.12
N: 2.30 3.87 1.14  -0.09
H: 0.74 6.02 2.97  0.12
O: -1.59 0.18 -2.47  -0.08
H: -1.12 0.96 -2.13  0.00
H: -1.87 -0.24 -1.64  0.00
Br: -3.82 7.71 -5.25  0.66
C: -2.90 6.59 -4.01  -0.69
C: -2.28 5.45 -4.47  -0.13
C: -1.61 4.64 -3.56  -0.01
C: -1.56 4.98 -2.22  -0.11
C: -2.19 6.14 -1.78  0.00
C: -2.87 6.95 -2.67  -0.13
C: -0.83 4.10 -1.23  -0.66
O: -0.79 4.48 -0.04  -0.13
O: -0.33 3.02 -1.66  -0.15
H: -2.32 5.19 -5.52  0.09
H: -1.12 3.73 -3.88  0.12
H: -2.14 6.38 -0.73  0.12
H: -3.37 7.85 -2.34  0.09
C: -9.08 -0.51 1.04  -0.06
C: -8.10 -1.03 -0.03  -0.57
C: -7.85 -2.51 0.24  -0.08
C: -8.74 -0.90 -1.41  -0.06
C: -6.81 -0.21 0.02  -0.19
C: -6.86 1.16 -0.24  -0.06
C: -5.73 1.98 -0.20  0.02
C: -4.52 1.38 0.11  -0.24
O: -3.29 1.93 0.21  0.06
B: -2.36 0.87 0.57  -0.41
O: -3.17 -0.32 0.64  0.05
C: -4.46 0.02 0.37  -0.23
C: -5.57 -0.79 0.33  0.05
H: -10.00 -1.09 1.01  0.08
H: -9.32 0.54 0.87  0.07
H: -8.64 -0.60 2.03  0.09
H: -8.79 -3.06 0.17  0.08
H: -7.43 -2.68 1.23  0.08
H: -7.16 -2.94 -0.49  0.08
H: -9.66 -1.49 -1.46  0.07
H: -8.06 -1.25 -2.19  0.09
H: -9.00 0.14 -1.64  0.07
H: -7.81 1.62 -0.48  0.10
H: -5.79 3.04 -0.41  0.12
H: -5.46 -1.84 0.55  0.11

## Properties
LUMO level = 3.54 eV
total charge = -2
spin multiplicity = 1
frontier orbital gap = 5.9 eV


[3]
This record from the OMol25 dataset describes a molecular structure, C47H49Br2MgN4O4SiTe at a distorted geometry. The level of theory is wB97M-V/def2-TZVPD.

Last column: Löwdin charge in e.
Geometry (Å):
Mg: 0.27 0.39 0.64  0.64
O: -1.26 -4.42 2.35  0.04
C: -1.54 -4.40 1.04  -0.28
C: -2.03 -5.57 0.45  -0.04
C: -2.30 -5.61 -0.91  -0.11
C: -2.09 -4.49 -1.71  -0.10
C: -1.62 -3.33 -1.12  -0.02
C: -1.36 -3.26 0.24  -0.06
C: -0.94 -1.95 0.82  -0.43
O: -1.03 -0.92 0.07  -0.11
N: -0.54 -1.94 2.07  0.05
N: -0.57 -0.66 2.65  0.02
C: 0.46 -0.24 3.30  -0.11
C: 1.84 -0.74 3.27  -0.15
C: 2.59 -0.80 4.44  -0.06
C: 3.91 -1.20 4.43  -0.14
C: 4.50 -1.52 3.20  -0.12
C: 3.79 -1.41 2.02  -0.03
C: 2.44 -0.98 2.01  -0.37
O: 1.81 -0.78 0.90  -0.12
H: -0.92 -3.51 2.58  0.07
H: -2.19 -6.44 1.08  0.10
H: -2.68 -6.53 -1.35  0.09
H: -2.29 -4.53 -2.77  0.08
H: -1.47 -2.43 -1.71  0.09
H: 0.25 0.64 3.90  0.12
H: 2.12 -0.52 5.38  0.11
H: 4.49 -1.26 5.35  0.08
H: 5.53 -1.85 3.17  0.09
H: 4.25 -1.62 1.06  0.10
Br: -4.83 0.83 -0.66  0.58
C: -3.08 1.12 -1.47  -1.01
Br: -2.16 2.63 -0.73  0.75
H: -3.24 1.31 -2.52  -0.07
H: -2.48 0.24 -1.28  -0.03
C: -3.31 1.65 2.70  -0.19
Si: -2.23 3.17 2.94  0.31
C: -3.07 4.60 2.01  -0.22
C: -2.43 3.65 4.76  -0.21
N: -0.68 2.89 2.36  -0.06
C: 0.55 3.10 2.83  -0.42
C: 0.95 3.79 4.02  -0.06
C: 2.28 3.89 4.39  -0.14
C: 3.31 3.33 3.63  -0.15
C: 2.97 2.67 2.46  -0.11
C: 1.64 2.59 2.08  -0.08
H: -3.79 1.34 3.64  0.02
H: -2.71 0.81 2.34  0.00
H: -4.10 1.83 1.97  -0.04
H: -3.73 5.18 2.66  0.01
H: -3.67 4.23 1.17  -0.03
H: -2.32 5.28 1.59  0.01
H: -3.49 3.69 5.01  0.01
H: -2.00 4.64 4.97  0.01
H: -1.94 2.94 5.43  0.02
H: 0.19 4.23 4.64  0.07
H: 2.52 4.41 5.32  0.08
H: 4.35 3.40 3.95  0.07
H: 3.72 2.20 1.84  0.10
H: 1.34 2.08 1.18  0.06
C: -2.45 -2.70 -10.88  -0.07
C: -2.14 -2.30 -9.46  -0.29
C: -1.77 -1.00 -9.14  -0.03
C: -1.48 -0.61 -7.83  -0.30
C: -1.09 0.83 -7.59  -0.08
C: -1.57 -1.55 -6.79  -0.35
Te: -0.97 -0.99 -4.71  1.52
N: -0.32 0.12 -2.81  -0.03
C: 0.76 0.50 -2.22  -0.57
O: 0.77 1.10 -1.09  -0.14
C: 2.12 0.27 -2.83  -0.14
C: 2.46 -0.90 -3.49  -0.06
C: 3.73 -1.06 -4.03  -0.09
C: 4.67 -0.05 -3.91  -0.11
C: 4.34 1.12 -3.23  -0.09
C: 3.07 1.27 -2.69  -0.02
C: -2.55 0.43 -4.67  -0.45
C: -2.22 1.76 -4.45  -0.19
C: -3.20 2.74 -4.33  -0.12
C: -4.53 2.38 -4.45  -0.09
C: -4.87 1.05 -4.67  -0.06
C: -3.89 0.06 -4.78  -0.30
C: -4.34 -1.37 -4.96  -0.06
C: -1.92 -2.87 -7.11  -0.32
C: -2.04 -3.97 -6.08  -0.10
C: -2.21 -3.22 -8.43  -0.04
H: -2.27 -1.87 -11.57  0.07
H: -3.49 -3.01 -10.99  0.07
H: -1.82 -3.53 -11.20  0.07
H: -1.70 -0.26 -9.94  0.10
H: -0.86 1.32 -8.54  0.07
H: -0.23 0.90 -6.93  0.06
H: -1.90 1.37 -7.11  0.07
H: 1.73 -1.71 -3.56  0.08
H: 3.98 -1.99 -4.53  0.09
H: 5.65 -0.17 -4.33  0.09
H: 5.07 1.90 -3.11  0.09
H: 2.81 2.16 -2.12  0.12
H: -1.18 2.03 -4.33  0.10
H: -2.92 3.76 -4.13  0.10
H: -5.31 3.12 -4.34  0.10
H: -5.91 0.77 -4.74  0.11
H: -5.40 -1.47 -4.70  0.08
H: -3.76 -2.05 -4.34  0.06
H: -4.21 -1.69 -6.00  0.08
H: -1.74 -3.65 -5.09  -0.01
H: -1.43 -4.83 -6.37  0.08
H: -3.08 -4.32 -6.02  0.08
H: -2.49 -4.24 -8.65  0.11

## Properties
LUMO level (spin up / spin down) = 3.49 / 3.47 eV
total charge = -2
⟨S²⟩ = 0.7628
spin multiplicity = 2
frontier orbital gap (spin up / spin down) = 5.2 / 5.1 eV


[4]
This record from the OMol25 dataset describes a molecular structure, C47H49BrHfN7SSiTe at a distorted geometry. The level of theory is wB97M-V/def2-TZVPD.

Last column: Löwdin charge in e.
Geometry (Å):
Hf: -0.51 -0.84 0.10  1.55
C: -0.87 -3.92 -1.92  -0.15
C: 0.39 -3.56 -2.68  -0.13
C: 1.61 -3.41 -1.83  -0.31
C: 2.77 -4.06 -2.24  0.00
C: 3.95 -3.87 -1.55  -0.01
C: 3.92 -3.04 -0.45  -0.02
C: 2.73 -2.46 -0.08  -0.15
N: 1.56 -2.60 -0.75  0.04
N: -1.66 -2.76 -1.45  -0.20
C: -2.31 -2.15 -2.61  -0.15
C: -3.02 -0.90 -2.21  -0.27
C: -4.01 -0.38 -3.02  0.03
C: -4.68 0.76 -2.63  0.01
C: -4.35 1.33 -1.41  -0.01
C: -3.35 0.76 -0.66  -0.21
N: -2.67 -0.33 -1.05  -0.03
C: -2.73 -3.30 -0.59  -0.13
C: -2.20 -3.66 0.74  -0.26
C: -2.49 -4.86 1.36  0.03
C: -2.09 -5.05 2.68  0.02
C: -1.43 -4.02 3.33  -0.01
C: -1.14 -2.87 2.62  -0.16
N: -1.50 -2.68 1.34  0.02
H: -0.60 -4.51 -1.05  0.14
H: -1.50 -4.53 -2.56  0.14
H: 0.25 -2.64 -3.25  0.06
H: 0.58 -4.34 -3.42  0.14
H: 2.73 -4.70 -3.11  0.13
H: 4.86 -4.36 -1.87  0.13
H: 4.81 -2.84 0.14  0.13
H: 2.70 -1.84 0.79  0.06
H: -3.02 -2.85 -3.06  0.15
H: -1.58 -1.92 -3.38  0.12
H: -4.25 -0.87 -3.96  0.14
H: -5.46 1.19 -3.25  0.13
H: -4.88 2.20 -1.03  0.13
H: -3.07 1.17 0.29  0.02
H: -3.23 -4.15 -1.07  0.15
H: -3.48 -2.52 -0.44  0.14
H: -3.03 -5.63 0.83  0.14
H: -2.31 -5.97 3.19  0.14
H: -1.14 -4.11 4.37  0.13
H: -0.64 -2.04 3.10  0.06
Br: 4.69 -0.20 5.19  0.91
C: 3.34 -0.47 3.95  -0.67
C: 2.67 -1.69 3.88  -0.05
C: 1.70 -1.86 2.92  -0.15
N: 1.34 -0.89 2.06  -0.09
C: 1.98 0.28 2.16  -0.19
C: 2.98 0.53 3.06  -0.07
H: 2.92 -2.50 4.56  0.12
H: 1.21 -2.82 2.81  0.11
H: 1.65 1.07 1.49  0.09
H: 3.49 1.49 3.07  0.12
S: -0.78 2.14 -1.22  0.58
C: 0.24 3.37 -1.87  -0.78
N: 0.82 4.31 -1.14  0.07
C: 1.59 5.26 -1.95  -0.08
C: 1.39 4.71 -3.38  -0.08
N: 0.60 3.49 -3.14  0.04
H: 0.62 4.43 -0.16  0.13
H: 2.64 5.25 -1.65  0.12
H: 1.20 6.27 -1.84  0.13
H: 2.33 4.45 -3.87  0.12
H: 0.85 5.40 -4.02  0.13
H: 0.16 2.97 -3.88  0.13
C: -5.65 0.22 4.15  -0.06
C: -4.60 -0.61 4.51  -0.06
C: -3.37 -0.49 3.88  -0.12
C: -3.15 0.47 2.88  -0.33
C: -4.23 1.30 2.54  -0.11
C: -5.46 1.17 3.16  -0.06
Si: -1.39 0.75 2.31  0.63
C: -0.97 2.58 2.26  -0.35
C: 0.06 3.05 3.08  -0.12
C: 0.36 4.41 3.17  -0.07
C: -0.36 5.33 2.42  -0.07
C: -1.39 4.89 1.60  -0.08
C: -1.70 3.53 1.53  -0.17
H: -6.61 0.13 4.65  0.12
H: -4.73 -1.33 5.31  0.11
H: -2.56 -1.14 4.19  0.08
H: -4.10 2.10 1.82  0.08
H: -6.27 1.83 2.88  0.11
H: -0.55 0.21 3.40  -0.01
H: 0.62 2.35 3.69  0.09
H: 1.14 4.74 3.83  0.11
H: -0.13 6.38 2.49  0.12
H: -1.98 5.60 1.03  0.12
H: -2.51 3.23 0.88  0.07
C: 2.79 -0.60 -3.50  -0.34
Te: 0.93 0.08 -2.60  1.31
C: 2.35 0.89 -1.18  -0.41
C: 3.55 1.25 -2.01  -0.30
C: 4.42 2.27 -1.66  -0.04
C: 5.52 2.53 -2.46  -0.06
C: 5.74 1.79 -3.61  -0.05
C: 4.86 0.78 -3.97  -0.02
C: 3.76 0.50 -3.16  -0.29
H: 2.64 -0.70 -4.57  0.07
H: 3.10 -1.57 -3.11  0.05
H: 2.60 0.10 -0.47  0.03
H: 1.93 1.74 -0.65  0.02
H: 4.24 2.86 -0.77  0.12
H: 6.21 3.32 -2.19  0.12
H: 6.60 2.00 -4.24  0.12
H: 5.02 0.21 -4.88  0.13

## Properties
LUMO level = -8.44 eV
total charge = +3
spin multiplicity = 1
frontier orbital gap = 6.4 eV


We obtain ΔE to the lowest compared entry with this formula, charge and spin values of 0.0 11.2 0.0 242.7 kJ/mol for the records listed above, in that order.